# 1
Entry from the Open Molecules 2025 dataset: an isolated molecule of C7H10 at a distorted geometry (ωB97M-V/def2-TZVPD).

CARTESIAN COORDINATES (ANGSTROEM)
C 1.191 -0.868 -0.576
C 2.268 -0.638 -1.342
C -0.578 -0.307 1.058
C 0.297 0.067 0.014
C 0.404 1.538 -0.331
C -2.150 -0.476 0.536
C -1.751 0.615 1.336
H 0.966 -1.920 -0.427
H 3.011 0.113 -1.109
H 2.481 -1.379 -2.101
H -0.299 -1.251 1.537
H -0.503 1.824 -0.819
H 1.139 1.632 -1.129
H 0.581 2.069 0.599
H -2.105 -0.612 -0.530
H -2.819 -1.234 0.962
H -2.135 0.827 2.322

Properties
Energy relative to the best compared isomer or geometry (same formula, charge and spin) ... 6.3650 eV
Strongest force on any atom ... 2.8 eV/Å
E ... -272.4841 Eh
LUMO energy ... -1.001 eV
HOMO-LUMO gap ... 5.52 eV

---

# 2
Entry from the Open Molecules 2025 dataset: a cluster of 2 separate species, C7H10 in total (ωB97M-V/def2-TZVPD).

CARTESIAN COORDINATES (ANGSTROEM)
C 0.989 -0.746 1.204
C 1.279 0.438 0.311
C 1.214 -0.994 -0.252
C -0.019 -0.623 -1.097
C -1.532 -0.698 -0.685
C -1.370 0.747 -0.268
C -0.024 0.700 -0.434
H 1.807 -1.058 1.849
H 0.004 -0.872 1.651
H 2.132 1.083 0.498
H 2.043 -1.593 -0.610
H 0.143 -0.627 -2.177
H -1.628 -1.355 0.191
H -2.295 -0.954 -1.421
H -2.094 1.512 -0.010
H -0.549 2.467 0.922
H -0.100 2.574 0.327

Properties
Energy relative to the best compared isomer or geometry (same formula, charge and spin) ... 5.9705 eV
Strongest force on any atom ... 0.8 eV/Å
E ... -272.4986 Eh
LUMO energy ... 1.102 eV
HOMO-LUMO gap ... 9.57 eV
SMILES ... C1=C2[C@H]3C[C@H]3[C@H]2C1.[H][H]

---

# 3
Entry from the Open Molecules 2025 dataset: an isolated molecule of C7H10 (ωB97M-V/def2-TZVPD).

CARTESIAN COORDINATES (ANGSTROEM)
C -1.085 -0.897 2.314
C -0.447 0.264 1.552
C -0.245 -0.167 0.161
C -0.379 0.894 -0.863
C 1.002 0.940 -1.565
C 1.349 -0.404 -2.037
C 1.478 -1.531 -2.437
H -2.025 -1.167 1.820
H -1.297 -0.651 3.357
H -0.431 -1.771 2.256
H -0.974 1.225 1.693
H 0.590 0.423 1.913
H -1.102 0.529 -1.608
H -0.696 1.898 -0.525
H 1.749 1.331 -0.862
H 0.971 1.632 -2.412
H 1.541 -2.547 -2.757

Properties
Energy relative to the best compared isomer or geometry (same formula, charge and spin) ... 5.5689 eV
Strongest force on any atom ... 0.6 eV/Å
E ... -272.5133 Eh
LUMO energy ... 0.134 eV
HOMO-LUMO gap ... 8.12 eV

---

# 4
Entry from the Open Molecules 2025 dataset: an isolated molecule of C7H10 (ωB97M-V/def2-TZVPD).

CARTESIAN COORDINATES (ANGSTROEM)
C 0.595 1.235 0.281
C 0.478 0.229 -2.113
C -0.023 0.611 -0.949
C 0.314 -1.875 0.637
C 0.197 -0.839 1.464
C -0.481 0.453 1.106
C -1.322 0.386 -0.194
H 0.418 2.314 0.279
H 1.645 1.029 0.511
H 1.533 0.369 -2.334
H -0.132 -0.241 -2.879
H -0.270 -1.948 -0.276
H 1.057 -2.650 0.794
H 0.806 -0.804 2.367
H -0.924 0.969 1.966
H -1.925 -0.507 -0.380
H -1.964 1.268 -0.280

Properties
Energy relative to the best compared isomer or geometry (same formula, charge and spin) ... 2.1246 eV
Strongest force on any atom ... 0.4 eV/Å
E ... -272.6399 Eh
LUMO energy ... 1.111 eV
HOMO-LUMO gap ... 10.27 eV
SMILES ... C=CC1CC(=C)C1

---

# 5
Entry from the Open Molecules 2025 dataset: an isolated molecule of C7H10 at a distorted geometry (ωB97M-V/def2-TZVPD).

CARTESIAN COORDINATES (ANGSTROEM)
C 1.999 -0.021 0.030
C 0.492 0.044 0.022
C -0.412 -0.783 0.996
C -1.507 -0.417 -0.047
C -0.386 -0.585 -1.114
C -1.473 1.078 0.132
C -0.186 1.402 0.151
H 2.427 0.548 -0.804
H 2.405 0.393 0.961
H 2.346 -1.056 -0.057
H -0.535 -0.402 2.017
H -0.168 -1.849 1.003
H -2.466 -0.932 -0.112
H -0.484 -0.029 -2.053
H -0.141 -1.636 -1.309
H -2.152 1.891 -0.118
H 0.284 2.370 0.273

Properties
Energy relative to the best compared isomer or geometry (same formula, charge and spin) ... 2.0798 eV
Strongest force on any atom ... 2.4 eV/Å
E ... -272.6416 Eh
LUMO energy ... 1.054 eV
HOMO-LUMO gap ... 9.76 eV
SMILES ... C[C@]12C=C[C@H](C1)C2

---

# 6
Entry from the Open Molecules 2025 dataset: an isolated molecule of C7H10 (ωB97M-V/def2-TZVPD).

CARTESIAN COORDINATES (ANGSTROEM)
C -0.151 -0.500 -1.865
C 0.919 -0.467 -0.792
C 0.944 0.600 0.276
C -0.298 1.394 0.684
C -1.216 0.347 1.286
C -0.698 -0.877 1.185
C 0.697 -0.836 0.664
H 0.088 0.245 -2.634
H -0.215 -1.475 -2.363
H -1.141 -0.261 -1.466
H 1.908 -0.706 -1.185
H 1.918 1.032 0.488
H -0.799 1.891 -0.158
H -0.018 2.181 1.396
H -2.182 0.579 1.724
H -1.182 -1.810 1.462
H 1.426 -1.335 1.296

Properties
Energy relative to the best compared isomer or geometry (same formula, charge and spin) ... 1.2466 eV
Strongest force on any atom ... 0.7 eV/Å
E ... -272.6722 Eh
LUMO energy ... 1.183 eV
HOMO-LUMO gap ... 10.04 eV
SMILES ... C[C@@H]1[C@@H]2C=CC[C@H]12

---

# 7
Entry from the Open Molecules 2025 dataset: an isolated molecule of C7H10 at a distorted geometry (ωB97M-V/def2-TZVPD).

CARTESIAN COORDINATES (ANGSTROEM)
C -1.250 -1.362 -0.404
C -1.912 -1.912 -1.440
C -0.138 0.473 -1.663
C -0.342 -0.207 -0.529
C 0.273 0.223 0.770
C 1.390 0.931 0.863
C 1.748 1.709 2.090
H -1.198 -1.921 0.527
H -2.748 -2.553 -1.230
H -1.547 -1.537 -2.390
H -0.815 0.344 -2.505
H 0.785 0.940 -1.967
H -0.393 0.118 1.621
H 2.224 0.769 0.185
H 2.604 1.294 2.628
H 1.936 2.763 1.877
H 0.921 1.746 2.802

Properties
Energy relative to the best compared isomer or geometry (same formula, charge and spin) ... 2.7922 eV
Strongest force on any atom ... 1.9 eV/Å
E ... -272.6154 Eh
LUMO energy ... 0.352 eV
HOMO-LUMO gap ... 8.59 eV
SMILES ... C=CC(=C)/C=C/C

---

# 8
Entry from the Open Molecules 2025 dataset: an isolated molecule of C7H10 (ωB97M-V/def2-TZVPD).

CARTESIAN COORDINATES (ANGSTROEM)
C -0.376 -0.084 2.031
C -0.382 0.880 0.846
C 0.277 0.315 -0.404
C -0.591 -0.303 -1.494
C 0.083 1.011 -1.719
C 1.372 -0.611 -0.194
C 1.760 -1.749 -0.153
H -0.802 -1.055 1.759
H -0.955 0.320 2.868
H 0.643 -0.267 2.384
H -1.415 1.135 0.580
H 0.107 1.818 1.136
H -0.156 -1.159 -2.002
H -1.655 -0.381 -1.302
H -0.545 1.895 -1.707
H 0.912 1.047 -2.416
H 1.723 -2.811 -0.214

Properties
Energy relative to the best compared isomer or geometry (same formula, charge and spin) ... 3.1771 eV
Strongest force on any atom ... 0.8 eV/Å
E ... -272.6012 Eh
LUMO energy ... 1.133 eV
HOMO-LUMO gap ... 10.16 eV
SMILES ... C#CC1(CC)CC1